Here is a structure of composition C24H21NO4PSY from the OMol25 dataset. Energies are from wB97M-V/def2-TZVPD.

Properties
Gap between HOMO and LUMO = 7.77 eV
Relative energy (zero: lowest compared OMol25 entry of this formula, charge and spin) = 0.000 eV
Lowest unoccupied orbital energy = -6.41 eV
Total charge = +2

Each line ends with the Mulliken charge.
Element x y z (Å)
Y  -1.745548  -0.154372  1.420831  1.4061
O  -0.947994  -2.122533  2.011174  -0.6745
S  -1.565926  -2.886346  0.796024  1.6111
O  -2.424405  -4.041081  1.019152  -0.6021
O  -2.402166  -1.777929  0.188673  -0.6111
C  -0.195111  -3.258128  -0.255477  0.0482
C  -0.113448  -4.486102  -0.844012  -0.2957
C  1.002054  -4.835756  -1.652185  -0.8114
C  2.030711  -3.900035  -1.800796  -0.4568
C  1.952586  -2.622280  -1.256262  -0.8223
C  0.788031  -2.270239  -0.590202  0.4337
P  0.782288  -0.468050  -0.087921  0.4326
C  2.263500  -0.205442  0.915281  0.7763
C  2.167365  -0.619815  2.233956  -0.4666
C  3.285910  -0.603715  3.090513  -0.6610
C  4.486034  -0.095391  2.624197  -0.5698
C  4.568948  0.255120  1.286357  -0.6104
C  3.489723  0.302250  0.414287  -0.3935
C  1.015640  0.380157  -1.593573  0.9512
C  0.905536  -0.165908  -2.922754  -0.5250
C  1.007096  0.650242  -4.030736  -0.6233
C  1.237148  2.007281  -3.866389  -0.4954
C  1.438615  2.551942  -2.627347  -0.7818
C  1.295730  1.783467  -1.475415  -0.7305
H  -0.900603  -5.225233  -0.723777  0.5205
H  1.073022  -5.779527  -2.203931  0.4162
H  2.904434  -4.099936  -2.419612  0.4105
H  2.675584  -1.844699  -1.529814  0.5017
H  1.253180  -1.069359  2.571618  0.4403
H  3.107724  -0.816882  4.147896  0.3820
H  5.288181  -0.099896  3.337303  0.4395
H  5.541010  0.589594  0.915855  0.3856
H  3.613534  0.825879  -0.509779  0.4684
H  0.822916  -1.247832  -3.052012  0.3583
H  0.869532  0.211471  -5.020172  0.4238
H  1.375683  2.604829  -4.752411  0.4295
H  1.847009  3.541045  -2.549224  0.4352
H  1.439620  2.217300  -0.472125  0.4563
O  -2.776700  0.673323  3.345927  -0.5520
C  -3.513207  1.936188  3.209908  -0.4798
C  -3.761893  2.285622  1.730954  0.4419
C  -4.103908  3.584909  1.358847  -0.6102
C  -4.168959  3.947436  -0.007719  -0.3069
C  -3.816377  2.977077  -0.933405  -0.7427
C  -3.510223  1.692473  -0.511951  -0.0074
N  -3.445447  1.329766  0.767833  -0.4288
H  -2.756112  0.369080  4.314075  0.3356
H  -2.929128  2.758849  3.719412  0.3806
H  -4.505791  1.808397  3.677907  0.4031
H  -4.381380  4.276516  2.104356  0.4582
H  -4.470435  4.962054  -0.312470  0.4336
H  -3.748795  3.241557  -1.960370  0.4435
H  -3.344790  0.932648  -1.240480  0.6351

Atomic forces in eV per Å
Y 0.7 -0.3 0.0
O -0.9 -1.2 -1.2
S -1.5 -1.6 1.1
O 2.3 1.8 0.0
O 0.3 0.5 -0.5
C 0.8 1.6 -0.6
C 0.4 -1.8 -0.8
C 0.1 1.0 0.2
C 0.2 -0.5 -0.4
C -1.1 0.0 -0.4
C 0.2 0.6 1.4
P -0.9 -1.1 1.0
C 0.5 0.3 -0.6
C 1.1 -0.4 0.3
C -1.4 0.9 0.0
C -1.0 -1.2 0.2
C 1.2 0.9 -0.5
C -0.5 -0.6 1.7
C 0.3 1.9 -2.6
C 0.2 -0.1 1.7
C -0.5 -0.2 0.0
C 0.3 -0.4 -1.0
C 0.4 -0.1 1.0
C -0.3 -1.3 0.0
H 0.0 0.2 0.2
H -0.2 0.3 0.5
H -0.2 -0.3 0.1
H -0.1 -0.5 0.3
H -0.4 -0.1 0.3
H 0.4 -0.2 -0.4
H 0.6 0.3 -0.3
H -0.3 0.0 0.1
H -0.1 -0.3 -0.7
H -0.3 0.4 0.0
H 0.2 0.2 0.3
H -0.1 0.2 -0.1
H -0.3 0.5 0.1
H 0.0 -0.1 -0.6
O 0.0 0.0 1.4
C -0.5 0.5 0.2
C 1.4 -0.3 -1.0
C -0.3 -1.1 -1.1
C 0.2 -0.4 0.9
C -0.1 0.3 0.5
C -0.3 0.7 -0.1
N -0.4 1.4 1.7
H -0.2 0.7 -1.9
H -0.7 -0.9 -0.6
H 0.5 0.1 0.1
H -0.1 0.8 0.8
H 0.3 -0.6 0.2
H -0.2 -0.1 -0.8
H 0.3 -0.6 -0.4

=====

Here is the molecule C2H5N3S2 from the OMol25 dataset. Energies are from wB97M-V/def2-TZVPD.

Properties
Gap between HOMO and LUMO = 8.64 eV
Relative energy (zero: lowest compared OMol25 entry of this formula, charge and spin) = 5.170 eV
Structure (SMILES) = NN(C=S)/C=N\S
Lowest unoccupied orbital energy = 0.03 eV

Each line ends with the Mulliken charge.
Element x y z (Å)
N  -1.069545  0.071277  0.643662  -0.8186
N  0.184612  -0.335395  0.052206  0.1485
C  0.525407  -1.712884  0.187920  0.1557
S  -0.263516  -2.691391  1.040064  -0.4531
C  0.977005  0.374031  -0.895951  0.2781
N  0.756294  1.483051  -1.346259  -0.4646
S  -0.252540  2.730772  -0.562488  -0.1145
H  -0.730126  0.362731  1.763973  0.3174
H  -1.590062  -1.079944  0.809779  0.2807
H  1.396317  -1.884566  -0.442673  0.1720
H  1.823500  -0.271524  -1.091633  0.2296
H  -0.756746  1.743801  0.120272  0.2688

Atomic forces in eV per Å
N 1.0 -2.6 3.6
N 0.0 -2.6 0.9
C 2.1 5.6 -2.9
S -2.5 -3.9 2.8
C -1.6 -1.9 1.9
N 0.6 4.2 -0.9
S 1.4 -1.0 -1.7
H -1.5 -1.3 -3.8
H 1.8 3.8 -0.2
H 0.0 -0.6 0.3
H 0.3 0.3 -0.9
H -1.4 0.0 1.1